(1)
Formula: C44H80Br24Hg2N4O4
Source: OMol25
Level of theory: ωB97M-V/def2-TZVPD

Output
ΔE to the lowest compared entry with this formula, charge and spin in kJ/mol: 403.9
LUMO in Ha: -0.0330

Each line ends with the Mulliken charge.
Cartesian coordinates (Å):
Hg (-0.309, -0.366, 1.730)  2.617
Hg (2.279, 1.444, -0.874)  2.526
C (3.326, 4.413, -4.376)  -1.841
C (2.269, 3.525, -3.592)  1.767
C (0.932, 3.328, -4.433)  -0.248
C (0.964, 2.248, -5.561)  -1.134
C (1.456, 0.946, -5.025)  -0.898
C (2.902, 1.104, -4.305)  1.020
N (2.810, 2.174, -3.198)  1.376
O (3.983, 2.241, -2.296)  -0.777
C (4.022, 1.369, -5.453)  -1.773
C (3.080, -0.292, -3.612)  -1.165
C (1.848, 4.400, -2.337)  -1.617
H (3.277, 5.450, -4.042)  0.505
H (3.108, 4.486, -5.442)  0.340
H (4.332, 4.034, -4.196)  0.323
H (0.620, 4.262, -4.899)  0.740
H (0.033, 3.119, -3.853)  -1.169
H (1.614, 2.602, -6.362)  0.443
H (0.027, 2.131, -6.105)  0.517
H (1.484, 0.115, -5.729)  0.615
H (0.758, 0.683, -4.231)  -0.153
H (5.001, 1.510, -4.994)  0.382
H (3.817, 2.282, -6.012)  0.346
H (4.063, 0.508, -6.120)  0.420
H (4.157, -0.387, -3.471)  0.384
H (2.614, -1.074, -4.212)  0.444
H (2.709, -0.243, -2.589)  -0.483
H (2.760, 4.635, -1.789)  0.495
H (1.241, 3.824, -1.639)  0.020
H (1.190, 5.250, -2.521)  0.426
C (3.541, -1.311, 0.318)  -3.324
C (4.052, -0.257, 1.361)  1.893
C (5.506, -0.037, 0.862)  -1.357
C (6.268, 1.069, 1.571)  -0.959
C (5.440, 2.333, 1.470)  -1.283
C (3.934, 2.249, 1.926)  1.380
N (3.268, 1.028, 1.327)  -0.520
O (1.843, 0.877, 1.504)  0.257
C (3.245, 3.585, 1.336)  -2.271
C (3.953, 2.247, 3.490)  -1.359
C (3.974, -0.997, 2.694)  -1.535
H (3.648, -1.102, -0.747)  0.509
H (2.459, -1.436, 0.350)  0.756
H (3.964, -2.305, 0.459)  0.588
H (5.409, 0.266, -0.181)  0.291
H (6.016, -0.999, 0.900)  0.460
H (7.339, 1.217, 1.433)  0.478
H (6.190, 0.845, 2.635)  0.275
H (5.477, 2.716, 0.450)  0.425
H (6.032, 3.027, 2.066)  0.403
H (2.249, 3.760, 1.744)  0.083
H (3.345, 3.616, 0.251)  0.577
H (3.840, 4.481, 1.513)  0.583
H (3.915, 3.226, 3.967)  0.487
H (4.784, 1.697, 3.931)  0.322
H (3.033, 1.786, 3.850)  -0.092
H (4.565, -1.913, 2.675)  0.562
H (2.943, -1.262, 2.927)  0.039
H (4.300, -0.378, 3.531)  0.360
C (-2.079, 1.741, -1.908)  0.258
C (-2.049, 0.921, -0.601)  2.916
C (-3.462, 0.413, -0.234)  -1.227
C (-4.052, -0.635, -1.185)  0.074
C (-3.126, -1.843, -1.239)  0.517
C (-1.619, -1.487, -1.433)  1.774
N (-1.124, -0.265, -0.645)  -0.367
O (0.224, 0.042, -0.826)  0.514
C (-1.233, -1.491, -2.985)  -0.334
C (-0.999, -2.750, -0.697)  -0.773
C (-1.570, 1.842, 0.557)  -2.680
H (-1.199, 2.378, -1.993)  -0.641
H (-2.977, 2.358, -1.939)  0.661
H (-2.132, 1.189, -2.847)  -0.895
H (-4.061, 1.324, -0.224)  0.638
H (-3.426, -0.009, 0.770)  0.082
H (-4.262, -0.260, -2.186)  0.216
H (-5.100, -0.874, -1.002)  -0.653
H (-3.497, -2.444, -2.069)  0.055
H (-3.436, -2.559, -0.478)  -1.212
H (-1.901, -0.813, -3.516)  -0.370
H (-1.443, -2.504, -3.328)  0.063
H (-0.229, -1.146, -3.233)  -0.447
H (-1.090, -3.658, -1.292)  -0.469
H (-1.434, -2.873, 0.295)  0.279
H (0.030, -2.532, -0.412)  0.081
H (-1.575, 1.306, 1.507)  0.237
H (-2.255, 2.689, 0.538)  0.462
H (-0.536, 2.181, 0.497)  -0.022
C (-1.136, -0.695, 6.302)  -1.929
C (-0.116, -0.558, 5.212)  2.065
C (1.346, -0.716, 5.876)  -0.578
C (1.552, -2.148, 6.367)  -1.039
C (1.497, -3.080, 5.196)  -1.189
C (0.219, -2.962, 4.356)  1.437
N (-0.301, -1.528, 4.110)  1.582
O (-1.584, -1.407, 3.394)  -0.896
C (-0.887, -3.859, 4.948)  -1.557
C (0.682, -3.514, 2.955)  -0.958
C (-0.111, 0.880, 4.638)  -2.176
H (-2.176, -0.674, 5.978)  0.295
H (-1.084, 0.065, 7.082)  0.403
H (-1.121, -1.608, 6.898)  0.327
H (1.523, 0.067, 6.613)  0.635
H (2.162, -0.457, 5.201)  -0.480
H (1.062, -2.458, 7.290)  0.370
H (2.621, -2.159, 6.583)  0.488
H (1.596, -4.037, 5.709)  0.408
H (2.441, -2.979, 4.661)  0.436
H (-0.539, -4.838, 5.277)  0.394
H (-1.693, -4.069, 4.245)  0.074
H (-1.348, -3.391, 5.817)  0.345
H (0.956, -4.546, 3.174)  0.665
H (1.518, -2.967, 2.518)  -0.090
H (-0.138, -3.486, 2.238)  -0.638
H (0.129, 1.575, 5.443)  0.620
H (-1.086, 1.186, 4.260)  -0.353
H (0.671, 1.080, 3.905)  0.384
C (-9.188, -1.566, 0.791)  -0.386
Br (-10.843, -0.520, 0.541)  -0.045
Br (-8.417, -1.465, 2.659)  -0.056
Br (-7.851, -1.112, -0.537)  0.074
H (-9.446, -2.604, 0.583)  0.405
C (2.608, -5.689, -0.319)  -0.462
Br (3.222, -4.131, -1.437)  -0.007
Br (0.701, -5.439, 0.167)  0.073
Br (3.836, -5.878, 1.118)  -0.049
H (2.707, -6.589, -0.927)  0.446
C (-6.088, -1.737, -5.185)  -0.494
Br (-6.908, 0.036, -5.110)  -0.030
Br (-6.443, -2.885, -3.568)  -0.048
Br (-4.106, -1.583, -5.343)  0.008
H (-6.528, -2.314, -5.999)  0.501
C (-0.645, 5.969, 1.145)  -0.405
Br (-0.805, 4.623, 2.554)  -0.007
Br (-1.577, 5.367, -0.463)  -0.026
Br (1.315, 6.308, 0.663)  -0.059
H (-1.081, 6.879, 1.557)  0.450
C (-4.656, -4.036, 1.456)  -0.029
Br (-6.005, -4.338, 2.933)  -0.053
Br (-5.415, -4.576, -0.342)  -0.002
Br (-2.975, -5.063, 1.878)  0.011
H (-4.413, -2.974, 1.471)  0.029
C (-5.512, 2.779, 2.744)  -0.510
Br (-6.410, 3.626, 4.343)  -0.078
Br (-6.544, 1.360, 1.820)  0.077
Br (-3.777, 2.042, 3.282)  0.067
H (-5.220, 3.559, 2.041)  0.397
C (-3.344, 3.340, -5.511)  -0.510
Br (-5.280, 3.171, -4.994)  -0.081
Br (-2.651, 1.474, -5.490)  0.009
Br (-2.312, 4.432, -4.248)  0.024
H (-3.226, 3.786, -6.498)  0.544
C (-1.762, -5.973, -4.059)  -0.563
Br (0.000, -5.767, -3.186)  0.012
Br (-1.774, -5.105, -5.813)  -0.037
Br (-3.117, -5.079, -2.874)  0.076
H (-2.008, -7.035, -4.055)  0.483

(2)
Formula: C34H42ClN5O2PPtS2
Source: OMol25
Level of theory: ωB97M-V/def2-TZVPD

Output
ΔE to the lowest compared entry with this formula, charge and spin in kJ/mol: 158.1
Total charge: +1
LUMO in Ha: -0.1280

Each line ends with the Mulliken charge.
Cartesian coordinates (Å):
Pt (-0.120, 0.546, 0.495)  3.019
C (2.134, -3.620, 2.178)  -1.988
C (1.240, -2.412, 2.148)  -0.110
N (0.630, -2.027, 1.084)  1.205
N (0.701, -2.799, -0.029)  -0.867
C (0.700, -2.225, -1.158)  -0.021
S (0.983, -0.424, -1.321)  -0.143
S (0.353, -3.126, -2.622)  -0.123
C (-1.314, -3.708, -2.099)  -1.255
C (-2.210, -2.551, -1.764)  -0.076
C (-2.976, -1.932, -2.747)  -0.283
C (-3.698, -0.779, -2.463)  -0.668
C (-3.659, -0.228, -1.191)  -0.469
C (-2.936, -0.868, -0.188)  -0.880
C (-2.226, -2.027, -0.471)  0.062
C (1.083, -1.580, 3.343)  0.997
C (2.016, -1.712, 4.386)  -0.921
C (2.037, -0.870, 5.475)  -0.989
C (1.085, 0.147, 5.552)  -0.727
C (0.133, 0.284, 4.569)  -0.544
C (0.076, -0.576, 3.447)  1.228
O (-0.890, -0.425, 2.573)  -1.192
H (2.127, -4.133, 1.221)  0.378
H (1.792, -4.306, 2.954)  0.431
H (3.161, -3.344, 2.416)  0.353
H (-1.178, -4.382, -1.256)  0.411
H (-1.681, -4.278, -2.953)  0.580
H (-2.991, -2.341, -3.750)  0.423
H (-4.285, -0.310, -3.242)  0.447
H (-4.224, 0.670, -0.969)  0.457
H (-2.966, -0.505, 0.832)  0.716
H (-1.697, -2.521, 0.331)  0.704
H (2.763, -2.492, 4.327)  0.392
H (2.773, -0.999, 6.256)  0.415
H (1.083, 0.824, 6.398)  0.451
H (-0.625, 1.057, 4.644)  0.405
Cl (-0.434, -1.309, -5.520)  -0.201
C (0.594, 0.046, -5.159)  0.903
C (1.337, 0.564, -6.212)  -0.612
C (2.078, 1.719, -6.036)  -0.511
C (2.043, 2.378, -4.815)  -1.110
C (1.302, 1.849, -3.775)  -0.098
C (0.595, 0.653, -3.906)  -1.287
C (-0.158, 0.153, -2.689)  1.780
H (1.307, 0.062, -7.168)  0.456
H (2.655, 2.116, -6.861)  0.396
H (2.581, 3.307, -4.677)  0.427
H (1.241, 2.380, -2.835)  0.758
H (-0.908, -0.592, -2.931)  -0.402
H (-0.636, 1.019, -2.243)  -0.550
C (3.668, -0.176, 0.874)  -1.455
C (2.924, 0.848, 1.727)  0.027
P (1.636, 1.804, 0.876)  -0.690
C (1.109, 3.098, 2.054)  -0.077
C (2.113, 3.472, 3.146)  -1.450
C (2.457, 2.619, -0.517)  0.050
C (3.660, 3.472, -0.111)  -1.513
H (4.386, -0.712, 1.494)  0.423
H (4.223, 0.300, 0.064)  0.318
H (2.994, -0.912, 0.441)  0.206
H (3.631, 1.590, 2.109)  0.837
H (2.461, 0.382, 2.600)  -0.454
H (0.195, 2.723, 2.516)  0.002
H (0.829, 3.963, 1.446)  0.389
H (2.308, 2.628, 3.806)  0.277
H (1.695, 4.275, 3.753)  0.470
H (3.062, 3.824, 2.743)  0.310
H (1.690, 3.227, -0.994)  0.351
H (2.753, 1.841, -1.224)  0.624
H (3.372, 4.280, 0.563)  0.295
H (4.092, 3.928, -1.001)  0.457
H (4.443, 2.885, 0.369)  0.326
C (-2.339, 5.080, -1.426)  -0.944
N (-2.473, 4.121, -0.331)  0.205
C (-3.536, 4.157, 0.511)  -0.241
C (-3.671, 3.261, 1.502)  -1.311
C (-2.657, 2.259, 1.648)  0.529
N (-1.619, 2.194, 0.784)  0.233
C (-1.506, 3.128, -0.228)  -0.501
O (-0.585, 3.127, -1.033)  -0.517
N (-2.740, 1.376, 2.623)  -0.045
H (-3.039, 5.894, -1.258)  0.393
H (-2.551, 4.600, -2.381)  0.287
H (-1.325, 5.466, -1.450)  0.287
H (-4.252, 4.948, 0.339)  0.406
H (-4.510, 3.294, 2.179)  0.504
H (-3.516, 1.443, 3.260)  0.214
H (-1.980, 0.627, 2.743)  0.011

(3)
Formula: C2H2BiLiO2
Source: OMol25
Level of theory: ωB97M-V/def2-TZVPD

Output
ΔE to the lowest compared entry with this formula, charge and spin in kJ/mol: 0.0
Total charge: +2
LUMO (alpha / beta) in Ha: -0.4462 / -0.4462

Each line ends with the Mulliken charge.
Cartesian coordinates (Å):
H (1.526, 1.346, 0.430)  0.114
O (0.030, -1.870, 0.224)  -0.314
C (0.324, -0.730, 0.557)  0.476
C (-0.339, 0.472, -0.069)  -0.147
O (-0.844, 0.437, -1.218)  -0.589
Li (-2.292, -0.519, -1.816)  0.952
Bi (2.445, -0.220, 1.181)  1.092
H (-0.850, 1.084, 0.711)  0.417

(4)
Formula: C2H2N4
Source: OMol25
Level of theory: ωB97M-V/def2-TZVPD

Output
ΔE to the lowest compared entry with this formula, charge and spin in kJ/mol: 337.4
Structure (SMILES): c1ncnnn1
LUMO in Ha: -0.0440

Each line ends with the Mulliken charge.
Cartesian coordinates (Å):
C (1.159, -0.476, -0.081)  -0.066
N (0.786, 0.853, -0.043)  -0.409
C (-0.582, 1.011, 0.042)  0.039
N (-1.527, 0.138, -0.048)  -0.250
N (-1.156, -1.235, -0.070)  -0.133
N (0.174, -1.451, 0.092)  -0.200
H (1.995, -0.808, -0.015)  0.543
H (-0.848, 1.969, 0.122)  0.476

(5)
Formula: C23H17N3O3
Source: OMol25
Level of theory: ωB97M-V/def2-TZVPD

Output
ΔE to the lowest compared entry with this formula, charge and spin in kJ/mol: 440.1
Structure (SMILES): N#Cc1ccc(/C=C/C(=O)N(Cc2ccccc2[N+](=O)[O-])c2ccccc2)cc1
LUMO in Ha: -0.0237

Each line ends with the Mulliken charge.
Cartesian coordinates (Å):
N (-0.978, -2.994, 8.206)  -0.471
C (-0.949, -2.404, 7.231)  -0.009
C (-0.932, -1.644, 6.006)  0.557
C (-1.087, -2.387, 4.818)  -0.876
C (-1.174, -1.729, 3.617)  -0.422
C (-1.070, -0.325, 3.540)  1.266
C (-1.275, 0.365, 2.270)  -0.474
C (-1.202, -0.256, 1.017)  -0.092
C (-1.428, 0.464, -0.248)  0.138
O (-2.299, 1.329, -0.209)  -0.612
N (-0.852, 0.045, -1.481)  0.525
C (0.088, -1.079, -1.584)  -1.618
C (1.494, -0.575, -1.739)  0.997
C (1.864, -0.041, -3.000)  -0.568
C (3.066, 0.586, -3.164)  -0.755
C (4.003, 0.630, -2.092)  -0.539
C (3.672, 0.117, -0.827)  -0.707
C (2.400, -0.477, -0.661)  0.297
N (2.008, -0.891, 0.645)  1.046
O (1.661, -2.054, 0.848)  -0.567
O (2.069, -0.028, 1.538)  -0.548
C (-1.119, 0.790, -2.628)  -0.504
C (-1.572, 0.145, -3.792)  0.106
C (-1.732, 0.866, -4.995)  -0.861
C (-1.463, 2.248, -5.027)  -0.337
C (-0.948, 2.871, -3.890)  -0.829
C (-0.772, 2.159, -2.726)  0.194
C (-0.890, 0.440, 4.718)  -0.562
C (-0.795, -0.261, 5.981)  -0.652
H (-1.255, -3.443, 4.895)  0.434
H (-1.343, -2.338, 2.730)  0.333
H (-1.517, 1.426, 2.260)  0.437
H (-0.985, -1.328, 0.980)  0.101
H (-0.059, -1.813, -0.793)  0.602
H (-0.100, -1.670, -2.480)  0.457
H (1.145, -0.030, -3.807)  0.472
H (3.273, 1.094, -4.100)  0.425
H (4.931, 1.094, -2.314)  0.407
H (4.346, 0.250, 0.002)  0.457
H (-1.909, -0.896, -3.767)  0.413
H (-2.228, 0.401, -5.841)  0.384
H (-1.638, 2.867, -5.933)  0.350
H (-0.767, 3.937, -3.880)  0.380
H (-0.337, 2.742, -1.915)  0.403
H (-0.764, 1.535, 4.691)  0.380
H (-0.577, 0.261, 6.899)  0.446

(6)
Formula: C6H10O
Source: OMol25
Level of theory: ωB97M-V/def2-TZVPD

Output
ΔE to the lowest compared entry with this formula, charge and spin in kJ/mol: 99.5
Structure (SMILES): CC(C)=CCC=O
LUMO in Ha: 0.0334

Each line ends with the Mulliken charge.
Cartesian coordinates (Å):
C (1.044, 0.639, 1.973)  -1.263
C (0.323, 0.131, 0.759)  0.559
C (-0.960, -0.576, 1.055)  -1.134
C (0.820, 0.184, -0.480)  -0.263
C (-0.063, 0.373, -1.686)  -0.824
C (-0.654, -0.767, -2.472)  0.019
O (-0.740, -1.914, -2.113)  -0.464
H (0.953, 0.000, 2.860)  0.330
H (0.558, 1.594, 2.226)  0.268
H (2.095, 0.850, 1.769)  0.381
H (-0.487, -1.504, 1.396)  0.283
H (-1.567, -0.866, 0.194)  0.332
H (-1.581, -0.136, 1.845)  0.325
H (1.895, 0.271, -0.623)  0.349
H (0.458, 1.034, -2.389)  0.407
H (-0.941, 0.955, -1.361)  0.350
H (-1.092, -0.434, -3.443)  0.344

(7)
Formula: C6H9ClN2
Source: OMol25
Level of theory: ωB97M-V/def2-TZVPD

Output
ΔE to the lowest compared entry with this formula, charge and spin in kJ/mol: 157.2
Structure (SMILES): [H]/N=C(\C=C)CC/N=C/Cl
LUMO in Ha: 0.0160

Each line ends with the Mulliken charge.
Cartesian coordinates (Å):
H (-0.004, 2.706, -0.489)  0.288
N (0.168, 2.175, 0.354)  -0.746
C (0.702, 1.025, 0.178)  0.643
C (0.960, 0.438, -1.130)  -0.183
C (0.119, 0.864, -2.044)  -0.886
C (1.025, 0.000, 1.280)  -0.623
C (-0.277, -0.716, 1.587)  -0.338
N (-0.442, -1.785, 0.604)  -0.421
C (-1.462, -1.661, -0.107)  -0.016
Cl (-1.672, -2.729, -1.360)  -0.143
H (1.620, -0.294, -1.443)  0.402
H (-0.775, 1.528, -1.825)  0.188
H (0.094, 0.592, -3.175)  0.226
H (1.477, 0.489, 2.273)  0.355
H (1.845, -0.728, 0.949)  0.309
H (-1.121, 0.095, 1.721)  0.265
H (-0.079, -1.100, 2.680)  0.277
H (-2.178, -0.901, -0.050)  0.402

(8)
Formula: C2H6ClN2
Source: OMol25
Level of theory: ωB97M-V/def2-TZVPD

Output
ΔE to the lowest compared entry with this formula, charge and spin in kJ/mol: 192.2
Total charge: +1
LUMO in Ha: -0.1620

Each line ends with the Mulliken charge.
Cartesian coordinates (Å):
C (-0.790, 0.410, 0.074)  0.720
C (1.428, -1.379, 0.027)  -0.528
N (-1.518, 1.531, 0.015)  -0.422
N (0.467, 0.325, -0.175)  -0.390
Cl (-1.662, -1.012, 0.651)  -0.112
H (2.086, -1.293, 0.947)  0.288
H (1.856, -1.225, -0.987)  0.299
H (0.733, -2.176, 0.053)  0.358
H (-1.266, 2.393, -0.496)  0.268
H (-2.552, 1.453, 0.171)  0.248
H (1.219, 0.973, -0.280)  0.270

Among the records above, which one has the highest ΔE to the lowest compared entry with this formula, charge and spin? C23H17N3O3